No. 1
9
Properties=species:S:1:pos:R:3:nbo_charge:R:1 method="wB97M-V/def2-TZVPD" de_lowest_kcal_mol=85.88 e_tot_ev=-22274.180 charge=0 lumo_energy_ev="-1.0 / 0.2" homo_lumo_gap_ha="0.238 / 0.318" fmax_ha_per_bohr=0.0859
C -1.38 -1.32 0.79 -0.44
C -0.75 -0.85 -0.51 -0.41
P 1.38 1.62 -1.11 0.10
S 0.41 -1.78 0.33 0.20
H -1.46 -0.77 1.67 0.21
H -1.93 -2.29 0.74 0.22
H -0.82 -0.41 -1.49 0.24
H 1.21 2.08 0.19 -0.05
H 0.32 2.32 -1.51 -0.07



No. 2
84
Properties=species:S:1:pos:R:3:lowdin_charge:R:1 method="wB97M-V/def2-TZVPD" de_lowest_kcal_mol=0.00 e_tot_ev=-93917.411 charge=+2 lumo_energy_ev="-8.0 / -8.0" homo_lumo_gap_ha="0.178 / 0.177" fmax_ha_per_bohr=0.1802 spin_multiplicity=2
C 1.37 -0.12 -1.45 -0.13
C 0.79 -1.43 -1.55 -0.16
C -0.43 -1.32 -2.28 -0.19
H 1.23 -2.36 -1.21 0.12
C -0.61 0.07 -2.63 -0.16
C 0.50 0.80 -2.12 -0.14
H 0.71 1.85 -2.30 0.13
H 2.34 0.12 -1.04 0.13
H -1.04 -2.15 -2.61 0.10
H -1.41 0.46 -3.25 0.11
V -0.57 -0.18 -0.57 0.80
Si -4.64 -1.83 1.84 0.08
C -4.06 -3.64 1.75 -0.29
C -4.71 -4.73 2.35 -0.08
H -5.68 -4.60 2.84 0.11
C -4.14 -6.02 2.32 -0.06
H -4.64 -6.85 2.83 0.12
C -2.97 -6.26 1.60 -0.07
H -2.57 -7.27 1.52 0.11
C -2.32 -5.19 0.97 -0.08
H -1.42 -5.34 0.38 0.11
C -2.84 -3.90 1.12 -0.17
H -2.27 -3.07 0.69 0.05
C -4.32 -1.28 -0.13 -0.32
C -3.40 -1.80 -1.15 -0.12
H -2.74 -2.65 -0.99 0.11
C -3.63 -1.39 -2.53 -0.16
H -3.20 -1.99 -3.34 0.16
C -4.05 -0.05 -2.76 0.00
H -3.98 0.36 -3.77 0.16
C -4.51 0.67 -1.68 -0.06
H -4.72 1.74 -1.78 0.15
C -4.80 0.02 -0.47 -0.10
H -5.39 0.56 0.27 0.14
H -3.68 -0.67 1.95 -0.02
Si -5.21 -2.00 -1.68 0.80
C -6.83 -1.49 -2.58 -0.22
C -7.47 -2.34 -3.50 -0.07
H -7.08 -3.34 -3.70 0.12
C -8.64 -1.92 -4.14 -0.04
H -9.14 -2.57 -4.85 0.12
C -9.16 -0.64 -3.90 -0.04
H -10.04 -0.29 -4.45 0.12
C -8.55 0.17 -2.95 -0.05
H -8.93 1.17 -2.75 0.12
C -7.43 -0.28 -2.25 -0.09
H -7.04 0.35 -1.44 0.09
C -5.85 -3.79 -1.30 -0.26
C -5.08 -4.86 -1.76 -0.10
H -4.23 -4.68 -2.42 0.10
C -5.41 -6.16 -1.37 -0.06
H -4.83 -7.01 -1.74 0.12
C -6.45 -6.38 -0.46 -0.06
H -6.63 -7.38 -0.05 0.12
C -7.27 -5.32 -0.07 -0.05
H -8.11 -5.51 0.60 0.12
C -7.00 -4.03 -0.54 -0.10
H -7.66 -3.21 -0.27 0.09
H -4.46 -1.76 3.27 -0.07
Cl -6.69 -1.61 1.90 0.39
C -2.16 2.20 0.33 -0.06
N -0.84 1.62 0.64 -0.31
C 0.16 2.68 0.36 -0.06
C -0.78 1.30 2.12 -0.14
C -0.63 -0.18 2.38 -0.16
N 0.25 -0.80 1.35 -0.32
C 1.63 -0.29 1.56 -0.05
C 0.31 -2.26 1.57 -0.04
H -2.25 2.38 -0.75 0.10
H -2.27 3.16 0.85 0.12
H -2.97 1.54 0.65 0.08
H -0.11 3.58 0.94 0.11
H 1.16 2.37 0.67 0.09
H 0.18 2.93 -0.70 0.08
H 0.05 1.86 2.57 0.13
H -1.70 1.67 2.60 0.14
H -0.15 -0.34 3.37 0.15
H -1.61 -0.69 2.41 0.10
H 1.91 -0.48 2.61 0.12
H 2.34 -0.81 0.91 0.10
H 1.71 0.78 1.38 0.07
H 0.90 -2.46 2.47 0.12
H -0.70 -2.67 1.72 0.07
H 0.77 -2.76 0.71 0.08



No. 3
14
Properties=species:S:1:pos:R:3:nbo_charge:R:1 method="wB97M-V/def2-TZVPD" de_lowest_kcal_mol=115.45 e_tot_ev=-30006.375 charge=0 lumo_energy_ev=-1.3 homo_lumo_gap_ha=0.272 fmax_ha_per_bohr=0.0977
C 0.95 0.02 -0.33 -0.50
C -0.03 -0.63 0.56 -0.10
C -2.26 -0.01 0.24 0.03
C 0.85 1.55 -0.40 0.45
H 2.23 -2.43 -0.29 0.16
H 0.89 -0.22 -1.38 0.26
H 0.22 -1.83 0.67 0.23
H -0.34 -0.14 1.54 0.24
H -1.77 1.02 0.73 0.19
H 1.47 2.03 -1.28 0.12
O -1.34 -0.85 -0.11 -0.50
O 0.27 2.28 0.34 -0.49
S 2.68 -0.64 -0.05 -0.02
S -3.82 -0.15 -0.23 -0.06



No. 4
49
Properties=species:S:1:pos:R:3:nbo_charge:R:1 method="wB97M-V/def2-TZVPD" de_lowest_kcal_mol=52.72 e_tot_ev=-48644.932 charge=0 lumo_energy_ev=-2.3 homo_lumo_gap_ha=0.253 fmax_ha_per_bohr=0.1152
O 1.57 -2.06 2.17 -0.54
O 5.63 1.48 -1.25 -0.41
O 0.40 6.88 -3.50 -0.37
O -0.95 3.73 2.46 -0.35
O 5.98 -0.02 0.36 -0.31
O 0.85 4.92 -4.26 -0.37
O 1.15 3.39 2.61 -0.33
F -1.13 6.08 1.07 -0.29
O 3.78 -1.38 0.91 -0.65
O 1.84 3.15 -2.63 -0.64
C 1.01 -1.12 1.65 0.61
C -1.93 -5.41 1.71 -0.19
C -1.40 -5.09 0.47 -0.23
C 1.15 1.08 0.55 -0.10
C 3.10 2.00 -0.31 -0.09
C -0.15 5.83 -1.05 -0.23
C -1.95 -4.48 2.81 -0.20
C -0.84 -3.88 0.29 -0.19
C -0.37 5.32 0.21 0.41
C 3.12 -0.24 0.54 0.47
C 1.15 3.84 -1.70 0.36
C 1.76 -0.10 0.87 -0.26
C 1.75 2.18 -0.06 -0.06
C 1.01 3.36 -0.41 -0.04
C 3.83 0.80 0.01 -0.07
C 0.59 5.14 -2.00 -0.01
C 0.26 4.05 0.55 0.03
C -1.51 -3.17 2.55 -0.02
C -0.92 -2.86 1.30 0.00
N 5.19 0.72 -0.27 0.48
N 0.53 5.63 -3.33 0.50
N 0.18 3.65 1.93 0.48
C -1.53 -1.94 3.48 -0.42
C -0.51 -1.37 1.27 -0.34
C -1.44 -0.80 2.35 -0.40
H 3.25 -1.95 1.48 0.52
H 2.08 3.57 -3.40 0.52
H -2.44 -6.35 1.83 0.21
H -1.33 -5.76 -0.37 0.22
H 0.14 1.30 0.65 0.21
H 3.76 2.63 -0.88 0.26
H -0.63 6.78 -1.17 0.28
H -2.33 -4.93 3.79 0.22
H -0.36 -3.53 -0.55 0.20
H -2.41 -1.91 3.99 0.22
H -0.71 -1.97 4.20 0.22
H -0.75 -0.95 0.23 0.23
H -1.04 0.17 2.84 0.21
H -2.48 -0.52 1.96 0.23



No. 5
12
Properties=species:S:1:pos:R:3:nbo_charge:R:1 method="wB97M-V/def2-TZVPD" de_lowest_kcal_mol=19.49 e_tot_ev=-82877.007 charge=-1 lumo_energy_ev="3.1 / 1.7" homo_lumo_gap_ha="0.289 / 0.263" fmax_ha_per_bohr=0.0898 spin_multiplicity=3
C -0.91 0.44 -1.61 0.74
C 0.50 -1.76 0.98 -0.52
C 0.21 0.59 -0.46 0.01
N -0.16 1.23 0.68 0.37
O -0.60 1.34 -2.42 -0.68
O -1.31 1.14 1.03 -0.39
O -1.77 -0.41 -1.57 -0.68
O 0.62 1.91 1.39 -0.49
Br 1.95 0.83 -1.05 0.11
H 1.48 -1.59 0.50 0.18
H 0.55 -1.82 1.97 0.13
H -0.57 -1.90 0.57 0.21



No. 6
15
Properties=species:S:1:pos:R:3:nbo_charge:R:1 method="wB97M-V/def2-TZVPD" e_tot_ev=-14855.982 charge=+1 lumo_energy_ev="-3.5 / -4.1" homo_lumo_gap_ha="0.311 / 0.399" fmax_ha_per_bohr=0.0729 spin_multiplicity=2
O -2.03 1.00 0.06 -0.45
C -0.80 0.70 -0.33 1.04
C -2.83 -0.19 0.18 -0.11
O 0.17 1.39 -0.11 -0.77
O -0.74 -0.54 -0.78 -0.46
C -1.92 -1.27 -0.43 -0.11
Li 1.67 1.52 0.03 0.94
H -3.76 -0.03 -0.37 0.22
H -3.04 -0.35 1.24 0.22
H -2.33 -1.71 -1.35 0.22
C 3.73 -0.19 0.20 0.72
O 3.29 0.98 0.30 -0.93
O 4.90 -0.57 0.29 -0.71
Li 5.29 1.35 0.78 0.95
H -1.61 -2.07 0.29 0.22